Here is C2H2N2O2S as an isolated structure in a non-equilibrium geometry from the OMol25 dataset. Energies are from the ωB97M-V functional and the def2-TZVPD basis.

```
9
C2H2N2O2S (the ωB97M-V functional and the def2-TZVPD basis)
C 0.013 1.450 0.017
C -0.236 0.103 -0.396
N 0.177 2.519 0.388
N 0.926 -0.770 -0.038
O 1.859 -0.756 -0.792
O 0.838 -1.367 1.001
S -1.825 -0.538 0.193
H -0.347 0.112 -1.814
H -1.405 -0.754 1.441
```

Results
Electronic energy: -735.42404 Ha
Orbital gap: 0.363 Eh
ΔE to the lowest compared entry with this formula, charge and spin: 428.56 kJ/mol
Strongest force on any atom: 5.04 eV Å⁻¹